[1]
Molecular formula: C16H16N2O3S
Method: DFT, ωB97M-V with the def2-TZVPD basis set

Computed properties:
orbital gap: 0.3400 Eh
total energy: -1352.676676 Eh
relative energy (zero: lowest compared OMol25 entry of this formula, charge and spin): 75.1 kcal/mol
maximum force: 1.1 eV Å⁻¹
HOMO energy: -8.635 eV

```
! RIJCOSX wB97M-V def2-TZVPD def2/J DEFGRID3
* xyz 0 1
C 1.40460 5.44465 4.11892
O 0.94446 4.66023 3.04542
C 1.62156 3.52373 2.72959
C 2.75731 3.06386 3.39158
C 3.36305 1.88789 2.97864
C 2.86136 1.15954 1.91962
C 1.72292 1.61283 1.24877
C 1.17425 0.86921 0.13152
N 0.13907 1.25004 -0.50887
O -0.16823 0.38566 -1.52084
C 0.70965 -0.75476 -1.47459
C -0.07274 -2.02713 -1.10502
O 0.46781 -2.97775 -0.58116
N -1.37327 -1.96462 -1.42536
C -2.28803 -3.06742 -1.21773
C -2.93687 -3.48465 -2.49462
C -4.25441 -3.42743 -2.82899
C -4.51433 -3.89121 -4.13851
C -3.38735 -4.28488 -4.78149
S -1.98451 -4.10703 -3.80330
C 1.75971 -0.41408 -0.41391
C 1.11220 2.79256 1.66006
H 1.38530 4.88861 5.06196
H 2.41698 5.82079 3.93866
H 0.71610 6.28561 4.18443
H 3.17664 3.60710 4.22346
H 4.24308 1.53966 3.49898
H 3.34805 0.24631 1.61640
H 1.12708 -0.89558 -2.47730
H -1.72880 -1.10569 -1.82035
H -1.68619 -3.88037 -0.79753
H -3.06139 -2.78342 -0.49507
H -5.01858 -3.07161 -2.16108
H -5.49556 -3.92475 -4.57631
H -3.28746 -4.67145 -5.77600
H 2.75343 -0.24597 -0.83110
H 1.81851 -1.20607 0.33483
H 0.23460 3.14762 1.14628
*
```

=====

[2]
Molecular formula: C16H16N2OS
Method: DFT, ωB97M-V with the def2-TZVPD basis set

Computed properties:
orbital gap: 0.3090 Eh
total energy: -1202.273617 Eh
relative energy (zero: lowest compared OMol25 entry of this formula, charge and spin): 1.0 kcal/mol
maximum force: 0.8 eV Å⁻¹
HOMO energy: -7.727 eV

```
! RIJCOSX wB97M-V def2-TZVPD def2/J DEFGRID3
* xyz 0 1
N -3.38883 -2.02599 0.24293
C -3.73828 -0.73697 -0.02836
C -4.71743 -0.43204 -0.98340
C -5.10837 0.86818 -1.21759
C -4.53599 1.91576 -0.51036
C -3.57601 1.63850 0.44467
C -3.17738 0.33495 0.68178
S -1.95067 0.03526 1.94739
C -0.41949 0.38963 1.00270
C 0.16551 -0.87844 0.41820
O -0.47908 -1.90528 0.29954
N 1.47454 -0.85575 0.06160
C 2.10533 -2.12721 -0.30680
C 3.60747 -1.91082 -0.10629
C 3.71622 -0.41657 -0.03327
C 4.84709 0.36716 -0.05170
C 4.70804 1.74792 0.00993
C 3.44865 2.31470 0.07147
C 2.30145 1.53152 0.09458
C 2.44110 0.15387 0.06573
H -3.65387 -2.71628 -0.44033
H -2.46879 -2.15779 0.64648
H -5.16574 -1.24409 -1.53873
H -5.86533 1.07119 -1.96132
H -4.84061 2.93430 -0.69521
H -3.12642 2.43514 1.01979
H 0.27980 0.84321 1.70426
H -0.68269 1.09710 0.21658
H 1.86544 -2.35364 -1.35089
H 1.68888 -2.92116 0.31508
H 3.95776 -2.36356 0.82452
H 4.19486 -2.32617 -0.92426
H 5.82423 -0.08664 -0.12036
H 5.58364 2.37827 -0.00474
H 3.34577 3.38903 0.09572
H 1.33918 2.01270 0.11066
*
```

=====

[3]
Molecular formula: C16H16N4O3Tl
Method: DFT, ωB97M-V with the def2-TZVPD basis set

Computed properties:
orbital gap: 0.3189 Eh
total energy: -1236.333288 Eh
maximum force: 2.3 eV Å⁻¹
HOMO energy: -11.103 eV

```
! RIJCOSX wB97M-V def2-TZVPD def2/J DEFGRID3
* xyz 1 1
Tl 0.48142 0.08117 0.28485
O -1.46751 0.34286 -2.18883
C -2.66021 0.10809 -2.25625
O -1.57004 -1.80349 -0.24475
C -2.52372 -2.03323 -0.91743
O -3.22474 -3.19101 -0.87745
N -3.17881 -1.17086 -1.86247
C -4.24376 -3.18760 -1.93968
C -4.44316 -1.75432 -2.31197
H -5.13881 -3.68110 -1.55328
H -3.84190 -3.76928 -2.78885
H -5.27819 -1.29953 -1.74341
H -4.59909 -1.59465 -3.37461
C -3.67290 1.03285 -2.73254
C -3.30208 2.18884 -3.33253
H -4.74554 0.81333 -2.57679
H -2.24789 2.41186 -3.48528
H -4.05879 2.90649 -3.66821
N 3.36944 0.77842 2.13990
C 3.01224 -0.57447 2.29365
C 3.74818 -1.45953 3.08899
C 3.36354 -2.78146 3.21088
C 2.23576 -3.28512 2.55276
C 1.51210 -2.42604 1.77562
N 1.94648 -1.11337 1.69221
C 2.94035 1.94019 1.47169
C 3.61430 3.16163 1.57535
C 3.15633 4.27703 0.89947
C 2.01314 4.23528 0.09266
C 1.35041 3.04587 -0.01210
N 1.85959 1.96647 0.68863
H 4.21633 0.98233 2.68648
H 4.61179 -1.08539 3.59558
H 3.94805 -3.46458 3.83579
H 1.93023 -4.30811 2.64058
H 0.61152 -2.74429 1.22615
H 4.48795 3.20445 2.18827
H 3.69359 5.22670 0.98873
H 1.65175 5.09442 -0.43436
H 0.44267 2.92915 -0.62744
*
```

=====

[4]
Molecular formula: C16H16N6O4Pt
Method: DFT, ωB97M-V with the def2-TZVPD basis set

Computed properties:
orbital gap: 0.2581 Eh
total energy: -1367.400858 Eh
relative energy (zero: lowest compared OMol25 entry of this formula, charge and spin): 16.3 kcal/mol
maximum force: 1.1 eV Å⁻¹
HOMO energy: -15.345 eV

```
! RIJCOSX wB97M-V def2-TZVPD def2/J DEFGRID3
* xyz 2 1
Pt 0.61765 -0.81924 -0.17484
N 1.02504 -0.57740 1.92559
N 1.06823 0.76596 2.36854
C 0.81610 1.83025 1.53500
N 0.77021 3.02743 2.08566
N 0.67399 1.47211 0.26898
N 0.52299 2.42162 -0.73653
O 0.49313 1.95156 -1.84717
O 0.50245 3.60571 -0.46736
H 0.18079 -0.99708 2.32635
H 1.85436 -1.05924 2.26151
H 1.02061 0.89702 3.36840
H 0.92960 3.15797 3.07179
H 0.59953 3.82458 1.48632
C 1.69526 -2.36603 -1.14987
C 2.65460 -1.34650 -0.81992
C 2.80187 -0.23540 -1.69925
C 3.74101 0.74645 -1.43107
C 4.55142 0.61329 -0.31696
C 4.44149 -0.48138 0.56632
C 3.50754 -1.44753 0.32708
H 1.66159 -3.33540 -0.67122
H 1.28874 -2.32614 -2.15411
H 2.17849 -0.18146 -2.58394
H 3.85938 1.58857 -2.09840
H 5.30580 1.36569 -0.12093
H 5.11741 -0.55806 1.40716
H 3.42179 -2.32093 0.96477
O -2.16001 -0.48749 2.32901
C -2.34123 -0.64678 1.15781
N -1.29589 -0.91031 0.23852
C -1.73344 -0.88419 -1.02671
O -0.74880 -0.96614 -1.85091
C -3.18069 -0.72145 -1.07227
C -4.09972 -0.68186 -2.09715
C -5.44023 -0.52693 -1.73554
C -5.81834 -0.41608 -0.40573
C -4.87777 -0.45176 0.63104
C -3.55942 -0.60284 0.27970
H -3.80459 -0.77198 -3.13320
H -6.19712 -0.49317 -2.50679
H -6.86600 -0.29587 -0.16570
H -5.17783 -0.35958 1.66601
*
```

=====

[5]
Molecular formula: C16H16NO3S2Ti
Method: DFT, ωB97M-V with the def2-TZVPD basis set

Computed properties:
orbital gap (alpha / beta): 0.2731 / 0.2795 Eh
total energy: -2545.733068 Eh
relative energy (zero: lowest compared OMol25 entry of this formula, charge and spin): 0.0 kcal/mol
maximum force: 0.1 eV Å⁻¹
HOMO energy (alpha / beta): -8.089 / -8.134 eV

```
! RIJCOSX wB97M-V def2-TZVPD def2/J DEFGRID3
* xyz 0 2
Ti -0.31597 0.08003 -0.42075
C -2.98197 1.57126 1.33943
C -2.55115 0.25951 0.74917
C -1.77928 -0.65607 1.48787
C -1.36454 -1.87451 0.94014
C -0.50489 -2.82527 1.71724
C -1.73226 -2.17787 -0.38194
C -2.48973 -1.29580 -1.14378
C -2.86208 -1.59731 -2.56572
C -2.87775 -0.07075 -0.56531
H -3.98469 1.47593 1.76101
H -3.00472 2.34411 0.57155
H -2.30579 1.88209 2.13479
H -1.47213 -0.39528 2.49280
H -1.02559 -3.77511 1.85002
H -0.26088 -2.42341 2.69872
H 0.42733 -3.01439 1.18215
H -1.38391 -3.10418 -0.82235
H -3.94550 -1.56782 -2.68723
H -2.50388 -2.57851 -2.87031
H -2.43334 -0.84899 -3.23420
H -3.42142 0.64985 -1.16353
O 2.90547 -2.08544 0.58867
C 2.37312 -1.06970 0.20898
O 1.16484 -1.07453 -0.34147
C 3.06999 0.25980 0.26173
C 4.44159 0.24397 0.02676
C 5.17700 1.41616 0.01184
C 4.53810 2.62180 0.26226
C 3.17966 2.64711 0.53086
C 2.42775 1.47398 0.53091
S 0.71796 1.59517 1.00133
H 4.91763 -0.71149 -0.14939
H 6.23931 1.38929 -0.19075
H 5.09772 3.54854 0.25811
H 2.68585 3.58457 0.75126
O -2.37468 2.80521 -1.97090
S -1.25871 2.22362 -2.71425
N -0.52849 1.07439 -2.13571
*
```

=====

[6]
Molecular formula: C16H17BFNO3
Method: DFT, ωB97M-V with the def2-TZVPD basis set

Computed properties:
orbital gap: 0.3305 Eh
total energy: -1025.135612 Eh
relative energy (zero: lowest compared OMol25 entry of this formula, charge and spin): 25.6 kcal/mol
maximum force: 3.8 eV Å⁻¹
HOMO energy: -8.401 eV

```
! RIJCOSX wB97M-V def2-TZVPD def2/J DEFGRID3
* xyz 0 1
C 1.35147 1.58731 0.53595
C 1.48633 1.27321 -0.85569
C 1.75636 -0.03257 -1.33976
O 1.88271 -1.15085 -0.53782
C 0.76140 -1.51517 0.30785
C 0.93818 -1.83597 1.70420
C -0.14304 -2.22884 2.42263
C -1.37936 -2.28644 1.88296
C -2.65248 -2.59351 2.70883
C -2.54191 -1.96986 4.13901
N -3.84700 -2.04627 2.00874
C -1.57179 -1.91926 0.58142
C -0.53137 -1.60309 -0.27114
F -0.75151 -1.44261 -1.61939
C 1.95321 -0.31446 -2.68903
C 1.88413 0.65822 -3.61652
C 1.62846 1.96097 -3.14054
C 1.44665 2.25819 -1.80676
B 1.16660 3.84392 -1.85147
O 1.06342 4.68120 -0.65464
O 1.23065 4.31560 -3.18851
C 1.53161 3.21260 -3.97373
H 0.32694 1.87158 0.76766
H 1.91519 2.45226 0.72612
H 1.62422 0.72673 1.18176
H 1.94418 -1.80454 2.13341
H -0.08763 -2.40623 3.50127
H -2.80210 -3.68065 2.59922
H -1.91372 -2.54369 4.86266
H -2.24517 -0.95280 3.99943
H -3.58881 -1.96034 4.59235
H -3.75417 -1.08209 1.58036
H -4.14150 -2.59452 1.14312
H -2.57598 -2.02166 0.12618
H 2.10769 -1.29811 -3.01832
H 2.18100 0.43859 -4.64409
H 1.13813 5.56989 -1.05231
H 0.72833 3.07722 -4.71736
H 2.48066 3.35606 -4.52807
*
```

=====

[7]
Molecular formula: C16H17BaClN3O2S3
Method: DFT, ωB97M-V with the def2-TZVPD basis set

Computed properties:
orbital gap: 0.1741 Eh
total energy: -2614.931243 Eh
relative energy (zero: lowest compared OMol25 entry of this formula, charge and spin): 10.0 kcal/mol
maximum force: 4.3 eV Å⁻¹
HOMO energy: -2.949 eV

```
! RIJCOSX wB97M-V def2-TZVPD def2/J DEFGRID3
* xyz -1 1
Ba -7.17614 -14.51339 5.05732
S -5.49004 -16.43599 3.72999
C -6.18969 -16.63960 2.09730
C -5.85793 -17.88310 1.52498
C -6.07149 -18.15046 0.15443
C -6.58824 -17.11066 -0.65700
C -7.10949 -15.98755 -0.00859
C -6.83644 -15.63896 1.32598
S -7.51595 -14.12170 1.84983
H -5.38212 -18.62028 2.18542
H -5.85272 -19.21172 -0.19053
H -6.46954 -17.13075 -1.74540
H -7.73824 -15.28734 -0.55759
C -6.64509 -16.28615 9.89199
O -5.39386 -15.69412 9.43001
C -5.46333 -15.22479 8.16456
O -6.50162 -15.15073 7.44436
N -4.24314 -14.94186 7.68522
N -4.16521 -14.54632 6.31077
H -6.89837 -15.86626 10.86345
H -6.46341 -17.35205 9.95050
H -7.42278 -16.08955 9.15908
H -3.51517 -14.71011 8.38620
H -3.49120 -15.23542 5.94305
H -3.76425 -13.63045 6.15918
Cl -10.56554 -13.02775 6.29302
C -9.43502 -13.95949 7.20335
H -10.03758 -14.75844 7.61819
H -8.93677 -13.27637 7.92926
S -5.89559 -9.12721 5.21376
C -6.74398 -10.64908 5.29548
N -6.34462 -11.63202 4.56397
C -5.20495 -11.23470 3.82971
C -4.45092 -12.00600 2.93927
C -3.12056 -11.63416 2.69896
C -2.58999 -10.49029 3.26806
C -3.36057 -9.65295 4.07195
C -4.69221 -9.94776 4.26481
H -7.58443 -10.71850 5.97471
H -4.87961 -12.89754 2.48010
H -2.41909 -12.28305 2.06177
H -1.52990 -10.22608 3.06561
H -2.92631 -8.76954 4.48146
*
```

=====

[8]
Molecular formula: C16H17Br2MgN4OSe2Te2
Method: DFT, ωB97M-V with the def2-TZVPD basis set

Computed properties:
orbital gap: 0.2074 Eh
total energy: -11601.496187 Eh
relative energy (zero: lowest compared OMol25 entry of this formula, charge and spin): 0.9 kcal/mol
maximum force: 0.7 eV Å⁻¹
HOMO energy: -3.334 eV

```
! RIJCOSX wB97M-V def2-TZVPD def2/J DEFGRID3
* xyz -1 1
Mg -0.63946 1.81908 -1.04975
Br -0.34268 1.67779 3.98556
C 1.03704 1.71906 2.69522
C 2.36393 1.66992 3.13664
C 3.40498 1.69997 2.25524
Br 5.18475 1.64260 2.92552
C 3.16058 1.77565 0.86407
C 4.16095 1.84249 -0.13196
C 3.81657 1.92230 -1.44776
C 2.45637 1.91545 -1.80048
N 1.50113 1.84169 -0.90731
C 1.81951 1.80007 0.42429
C 0.68561 1.80360 1.34769
O -0.51253 1.87018 0.91762
H 2.56033 1.61327 4.19869
H 5.20085 1.84575 0.16750
H 4.57042 1.99118 -2.22015
H 2.14728 1.99205 -2.83636
Se -2.83897 1.64523 -2.42325
Te -3.79929 3.50399 -1.01847
Te -2.23129 5.52690 -1.87899
Se 0.01556 4.52791 -1.43966
C -3.26945 -2.50937 1.34519
C -3.50778 -1.07908 0.91253
N -2.23782 -0.49394 0.53074
C -1.35241 -1.13845 -0.27921
N -0.51044 -0.43830 -0.96840
C 0.43646 -1.16768 -1.80322
C 0.82757 -2.50276 -1.20270
C -0.43823 -3.30313 -0.99803
N -1.39245 -2.51815 -0.23708
C -2.56905 -3.24060 0.21857
H -4.21109 -3.00775 1.58085
H -2.63871 -2.51903 2.23688
H -3.91563 -0.48155 1.72711
H -4.22604 -1.04126 0.08345
H -2.25911 0.51033 0.41603
H 1.31922 -0.54569 -1.95421
H 0.00257 -1.33786 -2.79778
H 1.32127 -2.34057 -0.24068
H 1.51663 -3.04546 -1.85220
H -0.24721 -4.22466 -0.44029
H -0.86208 -3.59581 -1.96931
H -2.24066 -4.23049 0.54445
H -3.26719 -3.39490 -0.61664
*
```